--- w ---
C6H14N2O3 | ωB97M-V/def2-TZVPD

ORCA input file:
```
! RIJCOSX wB97M-V def2-TZVPD def2/J DEFGRID3
* xyz 0 1
O -1.93 2.64 1.17
O 2.73 -1.20 -0.75
O -1.43 -0.03 -1.88
N -0.42 -0.77 -1.54
N -0.38 -0.55 -0.17
C -1.65 1.20 0.77
C -1.66 2.98 2.51
C 0.45 -1.64 0.33
C 1.96 -1.45 0.34
C 2.34 -2.17 -1.88
C -0.26 0.92 0.43
H 2.82 -2.22 1.03
H -2.38 3.79 3.15
H 0.56 0.83 1.28
H 0.16 1.70 -0.23
H -0.21 -2.54 -0.36
H 2.73 -1.76 -2.70
H 2.09 -0.68 1.00
H -1.86 1.90 3.17
H 0.17 -1.94 1.50
H -1.94 0.65 1.68
H 2.96 -3.19 -1.71
H 1.08 -2.29 -1.82
H -0.35 3.50 2.63
H -2.24 1.18 0.00
*
```

As for the LUMO energy: -0.58 eV. The HOMO energy is -0.3527 hartree.

=====

--- x ---
C6H14N2O3 | ωB97M-V/def2-TZVPD

ORCA input file:
```
! RIJCOSX wB97M-V def2-TZVPD def2/J DEFGRID3
* xyz 0 1
O 0.49 0.43 2.16
O 2.11 -1.38 -2.10
O -0.11 -1.92 1.48
N 0.46 1.53 -0.44
N 1.27 0.36 -0.21
C -0.69 0.38 1.32
C -1.71 1.71 -0.68
C -0.65 -0.97 0.62
C -0.74 1.62 0.45
C 1.27 -1.85 -0.96
C 0.42 -0.77 -0.55
H -0.10 -0.27 -1.42
H 1.25 -0.46 2.03
H 0.40 1.65 -1.48
H 1.78 0.51 0.59
H -1.49 2.58 -1.42
H 0.89 -2.82 -1.30
H -0.69 -2.10 2.27
H 2.14 -0.36 -1.96
H 1.96 -2.19 -0.01
H -1.68 0.94 -1.37
H -1.59 -1.52 0.33
H -0.63 2.57 0.99
H -2.74 1.84 -0.30
H -1.62 0.49 1.99
*
```

Its structure (SMILES) is C[C@@H]1NN[C@@H](CO)[C@@H](O)[C@H]1O. As for the LUMO energy: 0.50 eV. The HOMO energy is -0.3066 hartree.

=====

Energies in eV, measured from the most stable structure: w 6.011; x 0.000.

=====

--- w ---
C7H11N3O | ωB97M-V/def2-TZVPD

ORCA input file:
```
! RIJCOSX wB97M-V def2-TZVPD def2/J DEFGRID3
* xyz 0 1
O 0.19 0.19 -1.58
N -4.47 0.04 -0.24
N -2.40 -0.59 -0.70
N -3.59 -0.03 -1.25
C -2.52 -1.00 0.53
C 0.72 2.30 -0.51
C 1.44 0.16 0.38
C 0.64 0.78 -0.64
C 1.98 -1.21 0.25
C 0.85 -0.89 1.21
C -3.95 -0.55 0.77
H 2.13 0.80 0.92
H -1.50 -0.61 -1.28
H 0.47 2.49 0.52
H 1.61 -1.77 -0.60
H 1.75 2.48 -0.57
H 1.06 -1.02 2.28
H -0.02 2.95 -1.09
H -0.20 -1.03 0.96
H -3.44 0.75 -1.91
H 2.97 -1.49 0.67
H -4.64 -0.62 1.62
*
```

As for the LUMO energy: 0.71 eV. The HOMO energy is -0.3209 hartree.

=====

--- x ---
C7H11N3O | ωB97M-V/def2-TZVPD

ORCA input file:
```
! RIJCOSX wB97M-V def2-TZVPD def2/J DEFGRID3
* xyz 0 1
O 2.28 -0.84 0.90
N 2.34 0.21 -0.13
N 1.23 -1.05 -1.71
N 0.80 1.31 -1.69
C -2.52 -0.15 1.58
C -0.42 0.98 1.04
C 1.04 0.16 -0.87
C -2.15 -1.13 0.62
C -0.14 0.00 0.02
C -1.02 -1.02 -0.18
C -1.57 0.90 1.81
H 0.61 2.10 -1.05
H 1.58 1.72 -2.26
H 2.01 -1.69 0.49
H 2.29 1.09 0.35
H -1.93 1.68 2.50
H 2.10 -0.89 -2.25
H -2.95 -1.86 0.39
H 0.41 -1.20 -2.25
H 0.35 1.63 1.40
H -1.03 -1.67 -0.92
H -3.31 -0.27 2.22
*
```

Its structure (SMILES) is NC(N)(NO)c1ccccc1. As for the LUMO energy: 0.88 eV. The HOMO energy is -0.3358 hartree.

=====

Energies in eV, measured from the most stable structure: w 2.128; x 0.000.

=====

--- w ---
C3H6O2S2 | ωB97M-V/def2-TZVPD

ORCA input file:
```
! RIJCOSX wB97M-V def2-TZVPD def2/J DEFGRID3
* xyz 0 1
S 1.33 1.21 -3.00
S 1.89 1.00 -0.95
O -1.64 -1.32 0.35
O -2.05 -0.11 2.28
C 0.14 0.11 1.14
C -1.30 -0.47 1.33
C 0.63 -0.25 -0.27
H -2.23 -1.97 0.77
H 1.07 -1.28 -0.62
H 1.69 2.50 -2.99
H 0.12 1.19 0.89
H -0.30 -0.18 -0.84
H 0.65 -0.42 1.91
*
```

Its structure (SMILES) is O=C(O)CCSS. As for the LUMO energy: 0.20 eV. The HOMO energy is -0.3161 hartree.

=====

--- x ---
C3H6O2S2 | ωB97M-V/def2-TZVPD

ORCA input file:
```
! RIJCOSX wB97M-V def2-TZVPD def2/J DEFGRID3
* xyz 0 1
S -2.22 -1.51 -0.04
S -2.14 0.53 0.19
O -2.83 1.20 -0.87
O -2.15 1.15 1.53
C 1.85 0.23 -0.12
C -0.70 -0.30 -0.40
C 0.61 -0.47 0.42
H 2.85 -0.27 0.22
H 1.93 0.15 -1.23
H 1.09 -1.47 0.33
H 1.88 1.38 0.02
H -0.44 -0.32 -1.47
H 0.27 -0.30 1.42
*
```

Its structure (SMILES) is CC[C@H]1SS1(=O)=O. As for the LUMO energy: -0.27 eV. The HOMO energy is -0.3730 hartree.

=====

Energies in eV, measured from the most stable structure: w 0.000; x 1.362.

=====

--- w ---
C3H6O2S2 | ωB97M-V/def2-TZVPD

ORCA input file:
```
! RIJCOSX wB97M-V def2-TZVPD def2/J DEFGRID3
* xyz 0 1
S -1.66 -0.06 -0.07
S 2.70 0.11 0.06
O -2.08 -1.05 -0.99
O -2.58 0.18 1.03
C 1.18 -0.92 -0.05
C -0.05 -0.31 0.53
C -1.02 1.36 -0.88
H -0.18 1.24 -1.59
H 0.09 0.11 1.54
H 1.01 -1.34 -1.04
H 2.49 0.26 1.33
H 1.36 -1.89 0.55
H -1.25 2.32 -0.41
*
```

As for the LUMO energy: -1.43 eV. The HOMO energy is -0.3549 hartree.

=====

--- x ---
C3H6O2S2 | ωB97M-V/def2-TZVPD

ORCA input file:
```
! RIJCOSX wB97M-V def2-TZVPD def2/J DEFGRID3
* xyz 0 1
S 0.02 -2.43 0.84
S 1.35 1.64 -1.78
O -1.28 0.39 1.52
O 1.70 -0.22 0.66
C 0.92 -1.17 -0.10
C 0.66 0.29 0.10
C -0.48 1.02 0.64
H -1.03 1.20 -0.32
H 1.08 -3.16 1.21
H -0.02 1.97 0.97
H 1.36 -1.28 -1.05
H 2.50 2.14 -1.37
H -1.88 -0.18 1.01
*
```

As for the LUMO energy: -0.10 eV. The HOMO energy is -0.3296 hartree.

=====

Energies in eV, measured from the most stable structure: w 0.566; x 0.000.

=====

--- w ---
C5H11ClN2 | ωB97M-V/def2-TZVPD

ORCA input file:
```
! RIJCOSX wB97M-V def2-TZVPD def2/J DEFGRID3
* xyz 0 1
Cl -1.28 1.71 0.58
N -0.53 -0.37 -2.16
N 0.54 -1.65 1.22
C -0.80 -0.68 -0.72
C -1.07 -0.02 0.48
C 2.58 -0.54 -0.31
C 1.42 0.37 0.12
C 0.17 -0.54 0.42
H 1.27 1.23 -0.41
H 2.70 -1.11 -1.45
H 2.80 -1.47 0.31
H 1.83 0.84 1.04
H 3.47 0.03 -0.11
H -1.79 -0.56 1.19
H -1.25 -0.20 -3.23
H 0.02 0.40 -2.14
H -1.65 -1.51 -0.82
H 0.92 -2.36 0.58
H -0.41 -1.80 1.80
*
```

As for the LUMO energy: 0.69 eV. The HOMO energy is -0.3059 hartree.

=====

--- x ---
C5H11ClN2 | ωB97M-V/def2-TZVPD

ORCA input file:
```
! RIJCOSX wB97M-V def2-TZVPD def2/J DEFGRID3
* xyz 0 1
Cl 3.71 0.14 0.36
N 2.03 0.28 0.67
N 1.47 -1.40 -0.96
C -0.79 0.99 -1.20
C 1.24 -0.25 -0.15
C -0.42 1.14 1.27
C -0.52 0.26 0.11
C -1.44 -0.90 0.38
H -1.25 1.72 1.48
H -1.15 -1.54 1.24
H -1.72 1.55 -0.96
H -2.42 -0.62 0.65
H 0.61 1.69 1.22
H 2.44 -1.74 -1.15
H -0.15 0.60 2.16
H 0.69 -2.09 -1.06
H 0.03 1.57 -1.59
H -1.42 -1.67 -0.48
H -0.95 0.25 -1.99
*
```

Its structure (SMILES) is CC(C)(C)/C(N)=N/Cl. As for the LUMO energy: 0.71 eV. The HOMO energy is -0.3303 hartree.

=====

Energies in eV, measured from the most stable structure: w 2.946; x 0.000.

=====

--- w ---
C5H8N4 | ωB97M-V/def2-TZVPD

ORCA input file:
```
! RIJCOSX wB97M-V def2-TZVPD def2/J DEFGRID3
* xyz 0 1
N 0.63 -0.80 1.79
N -1.09 -1.57 0.08
N -0.97 1.34 -1.98
N -0.47 0.23 -1.28
C -0.29 -0.46 0.99
C 0.02 0.73 0.09
C 1.68 0.08 1.65
C 1.53 0.65 0.34
C -1.23 -1.02 -1.11
H 1.74 0.80 2.63
H 1.88 0.00 -0.45
H -1.96 -1.25 -1.89
H -0.54 1.78 0.00
H 2.06 1.60 0.44
H 2.66 -0.44 1.81
H -1.93 1.95 -1.59
H -0.84 1.24 -2.93
*
```

Its structure (SMILES) is NN1C=NC2=NCC[C@H]21. As for the LUMO energy: 0.41 eV. The HOMO energy is -0.3215 hartree.

=====

--- x ---
C5H8N4 | ωB97M-V/def2-TZVPD

ORCA input file:
```
! RIJCOSX wB97M-V def2-TZVPD def2/J DEFGRID3
* xyz 0 1
N -1.97 -2.13 -0.82
N -1.35 0.66 1.24
N 0.50 -0.11 -0.12
N -0.96 1.56 0.56
C -0.42 -0.73 0.65
C 0.02 1.13 -0.52
C 0.05 -1.43 1.96
C -1.29 -1.52 -0.11
C -0.75 1.03 -1.84
H 1.48 0.02 0.30
H -0.78 -0.06 -1.97
H -1.66 1.45 -1.61
H 0.36 -0.78 2.71
H -0.80 -2.00 2.36
H 0.68 1.94 -0.77
H -0.33 1.42 -2.78
H 0.94 -2.07 1.66
*
```

Its structure (SMILES) is C[C@H]1N=N[C@@](C)(C#N)N1. As for the LUMO energy: 0.67 eV. The HOMO energy is -0.3403 hartree.

=====

--- y ---
C5H8N4 | ωB97M-V/def2-TZVPD

ORCA input file:
```
! RIJCOSX wB97M-V def2-TZVPD def2/J DEFGRID3
* xyz 0 1
N -2.45 0.64 -0.64
N 0.26 2.08 1.15
N -1.70 1.30 0.26
N -1.27 -2.58 -0.57
C 0.58 0.60 -0.58
C 1.81 -1.50 -0.11
C 0.58 -0.75 -0.51
C -0.42 1.33 0.20
C -0.67 -1.59 -0.65
H 1.92 -2.46 -0.61
H -3.38 0.49 -0.26
H 1.72 -1.70 0.97
H 1.53 1.12 -0.65
H -1.99 -0.29 -1.06
H 2.71 -0.90 -0.27
H -0.35 2.50 1.84
H 1.13 1.70 1.49
*
```

Its structure (SMILES) is C/C(C#N)=C/C(N)=N\N. As for the LUMO energy (spin up / spin down): -0.22 / -0.22 eV. The HOMO energy (spin up / spin down) is -0.2816 / -0.2816 hartree.

=====

--- z ---
C5H8N4 | ωB97M-V/def2-TZVPD

ORCA input file:
```
! RIJCOSX wB97M-V def2-TZVPD def2/J DEFGRID3
* xyz 0 1
N -0.15 -1.65 2.60
N -1.04 -1.32 0.07
N -1.32 -2.40 0.76
N -0.67 -2.66 1.91
C 1.49 0.58 -0.96
C -0.90 0.97 -1.37
C 0.11 0.83 -0.36
C -0.02 -0.48 2.02
C -0.26 -0.32 0.54
H -0.55 1.70 -2.09
H -1.98 1.08 -1.12
H 0.21 1.72 0.35
H 2.10 0.60 -0.04
H -0.75 -0.04 -1.91
H 0.31 0.36 2.63
H 1.62 -0.45 -1.48
H 1.80 1.47 -1.55
*
```

Its structure (SMILES) is CC(C)c1cnnnn1. As for the LUMO energy: -0.41 eV. The HOMO energy is -0.3533 hartree.

=====

Energies in eV, measured from the most stable structure: w 2.280; x 0.000; y 0.310; z 0.953.